{"formula": "C36H28Co2O6P", "method": "ωB97M-V/def2-TZVPD", "charge": -1, "e_above_lowest_kj_mol": 443.7, "homo_lumo_gap_ev": 5.440, "lumo_energy_ev": 1.870, "elements": ["C", "C", "C", "C", "C", "P", "C", "C", "C", "C", "C", "C", "C", "C", "C", "C", "C", "C", "C", "C", "C", "C", "H", "H", "H", "H", "H", "H", "H", "H", "H", "H", "H", "H", "H", "H", "H", "H", "H", "H", "H", "H", "H", "O", "C", "Co", "C", "O", "C", "O", "C", "C", "C", "C", "C", "C", "C", "C", "C", "Co", "C", "O", "C", "O", "C", "O", "H", "H", "H", "H", "H", "H", "H"], "positions_angstrom": [[3.1366, 2.6605, 4.0610], [2.1316, 2.0151, 3.1571], [2.5033, 1.4481, 1.9318], [1.5490, 0.8503, 1.1169], [0.1727, 0.8678, 1.4420], [-1.0146, -0.0596, 0.3385], [-0.9819, -1.6361, 1.3206], [-1.9733, -2.6187, 1.0507], [-2.1957, -3.6710, 1.9386], [-1.4131, -3.8110, 3.0982], [-1.5152, -5.0315, 3.9709], [-0.4769, -2.8170, 3.3987], [-0.2065, -1.7970, 2.4873], [-2.5372, 0.5830, 1.2510], [-3.0604, 1.8495, 0.8921], [-4.0036, 2.4968, 1.6991], [-4.4893, 1.8705, 2.8656], [-5.5811, 2.4613, 3.7193], [-3.9583, 0.6344, 3.2467], [-3.0336, -0.0121, 2.4296], [-0.1789, 1.4296, 2.6878], [0.7889, 1.9522, 3.5429], [2.6208, 3.2050, 4.8549], [3.7878, 1.9158, 4.5318], [3.7752, 3.3723, 3.5296], [3.5424, 1.4565, 1.5955], [1.8944, 0.3419, 0.2231], [-2.6043, -2.5040, 0.1650], [-2.9790, -4.4042, 1.7221], [-0.7676, -4.9941, 4.7691], [-2.5062, -5.1380, 4.4265], [-1.3184, -5.9547, 3.4105], [0.0807, -2.8608, 4.3431], [0.5898, -1.0911, 2.7304], [-2.6963, 2.3309, -0.0199], [-4.3669, 3.4911, 1.4109], [-5.8408, 1.7594, 4.5199], [-5.2807, 3.4064, 4.1920], [-6.5107, 2.6537, 3.1660], [-4.2848, 0.1476, 4.1753], [-2.6768, -0.9801, 2.7723], [-1.2109, 1.4507, 3.0289], [0.4914, 2.3357, 4.5227], [4.9491, 4.7748, -3.0849], [4.3351, 3.9146, -3.5494], [3.7045, 2.4377, -4.2136], [4.9716, 2.0694, -5.3772], [5.8608, 1.7646, -6.0490], [4.1848, 1.2798, -3.0412], [4.5600, 0.4809, -2.2839], [1.8222, 1.7764, -4.7800], [1.0265, 0.7389, -4.2941], [0.3386, -0.4580, -4.5344], [0.7789, -1.8347, -4.1908], [1.4271, -2.6448, -5.1697], [1.8249, -3.9513, -4.8899], [1.5156, -4.5183, -3.6394], [0.7627, -3.7903, -2.6891], [0.3838, -2.4737, -2.9869], [0.6357, 2.3547, -3.5153], [1.1111, 3.8839, -2.8039], [1.5590, 4.8528, -2.3927], [1.1712, 1.1717, -2.4120], [1.5152, 0.2642, -1.7350], [-1.1223, 2.3347, -3.7373], [-2.2297, 2.6014, -3.9587], [1.8856, 2.0842, -5.8511], [-0.4871, -0.3981, -5.3014], [1.6029, -2.1691, -6.1464], [2.3977, -4.5020, -5.6519], [1.8708, -5.5260, -3.4207], [0.4802, -4.2325, -1.7098], [-0.2378, -1.8911, -2.3060]], "atomic_forces_ev_per_a": [[0.2, 0.1, 0.2], [-0.2, -0.2, -0.2], [-0.3, 0.0, 0.3], [-0.5, -0.1, 0.1], [0.8, 0.1, 0.3], [-0.5, 0.2, 1.4], [-0.1, -0.9, 0.3], [0.5, 0.5, 0.3], [0.4, 0.0, -0.1], [0.0, 0.3, -0.2], [-0.1, -0.2, 0.2], [0.2, -0.4, -0.4], [-0.4, 0.2, -0.2], [-0.5, 0.3, 0.2], [0.2, -0.5, 0.3], [0.0, -0.5, 0.1], [0.1, 0.0, -0.1], [-0.2, 0.3, 0.3], [-0.1, 0.1, -0.6], [0.1, 0.2, -0.1], [0.2, 0.0, -0.3], [0.1, 0.0, -0.4], [0.1, 0.0, 0.0], [0.0, 0.1, -0.1], [-0.1, -0.1, 0.0], [-0.2, 0.0, 0.2], [-0.2, 0.2, 0.2], [0.2, -0.1, 0.3], [0.3, 0.2, 0.0], [-0.2, 0.0, 0.0], [0.1, 0.0, 0.0], [-0.1, 0.2, 0.0], [-0.1, -0.1, -0.5], [-0.4, -0.2, -0.1], [-0.1, -0.1, 0.3], [0.0, -0.5, 0.1], [0.1, 0.2, -0.1], [0.0, -0.2, -0.1], [0.3, 0.0, -0.1], [0.0, 0.2, -0.4], [0.0, 0.3, -0.1], [0.2, 0.0, -0.1], [0.1, 0.0, -0.3], [-0.8, -0.4, -0.3], [1.8, 1.5, 0.7], [-1.5, 0.6, 0.4], [-0.9, 0.2, -2.0], [0.0, 0.1, 0.8], [-0.4, -2.1, 2.3], [0.0, 1.0, -1.1], [3.1, -1.9, -2.2], [-0.1, -1.4, -4.2], [-0.2, 0.8, -0.6], [0.4, -1.5, -1.1], [-0.2, 0.8, 0.6], [-0.1, 0.1, 0.3], [-0.1, 0.4, 0.0], [0.3, -0.1, -0.4], [0.3, 0.5, -0.4], [-1.7, 1.5, 1.2], [0.1, 1.5, -0.6], [-0.2, -0.1, 0.4], [1.3, -4.1, 5.4], [-0.8, 2.6, -2.2], [-1.5, 2.3, -0.6], [1.5, -1.2, 0.5], [-0.1, -1.2, 0.5], [-0.1, 0.2, 1.9], [0.2, -0.4, 0.5], [-0.4, 0.1, 0.5], [-0.2, 0.2, 0.0], [0.2, 0.3, -0.9], [0.3, -0.2, 0.1]]}